Entry 1:
This record from the Open Molecules 2025 dataset describes C29H25BrCrIN9O2S2 as an isolated structure. The level of theory is wB97M-V/def2-TZVPD.

Properties
E: -6475.91051 Ha
Molecular weight: 854.5 g mol⁻¹
E_HOMO (spin up / spin down): -10.71 / -10.70 eV
<S²>: 0.76
Relative energy (zero: lowest compared OMol25 entry of this formula, charge and spin): 7.23 kcal/mol
Orbital gap (spin up / spin down): 6.991 / 7.226 eV

ORCA input file:
```
! RIJCOSX wB97M-V def2-TZVPD def2/J DEFGRID3
* xyz 1 2
Cr -0.36606 -1.30092 0.68854
C -4.25938 -2.04850 4.19056
S -2.57632 -2.27497 4.78574
C -1.61353 -2.01770 3.36586
S -2.34868 -1.74098 1.80756
N -0.33407 -2.08286 3.60137
N 0.40051 -1.81563 2.48257
C 1.67780 -1.87384 2.58394
C 2.41333 -1.58982 1.35975
C 3.79725 -1.59058 1.26930
C 4.38319 -1.31219 0.04679
C 3.57918 -1.03965 -1.05000
C 2.20735 -1.05088 -0.88642
N 1.63742 -1.32310 0.28814
H -4.88410 -2.20126 5.06853
H -4.52070 -2.78380 3.43479
H -4.41003 -1.04083 3.81403
H 2.15846 -2.09864 3.52869
H 4.39197 -1.79979 2.14666
H 5.45984 -1.29929 -0.04951
H 4.00407 -0.80092 -2.01305
H 1.53275 -0.82219 -1.70145
N -1.36806 1.34094 -1.31396
C -1.71447 0.16407 -1.81098
N -2.51469 0.14219 -2.87764
C -2.76879 -1.04959 -3.39461
N -3.59739 -1.12997 -4.43559
N -2.24070 -2.22353 -2.95186
C -1.50399 -2.10291 -1.88242
N -1.20760 -0.96764 -1.21992
C -0.90822 -3.34658 -1.32694
C -0.89740 -4.53222 -2.03832
C -0.31493 -5.64476 -1.45256
C 0.21417 -5.53606 -0.17661
C 0.16123 -4.31235 0.46738
N -0.37873 -3.23454 -0.10373
H -1.82349 2.15212 -1.69773
H -0.92638 1.37656 -0.39244
H -4.01757 -0.29385 -4.80068
H -3.80757 -2.02646 -4.83536
H -1.34515 -4.55916 -3.01934
H -0.27946 -6.58580 -1.98312
H 0.66086 -6.38257 0.32431
H 0.54402 -4.18582 1.47120
O 0.69496 0.89445 3.04352
C -0.17058 1.18216 2.25046
O -0.33456 0.56770 1.07985
C -1.11581 2.31967 2.46149
C -2.40318 2.30282 1.93549
C -3.26045 3.36512 2.17377
C -2.82597 4.45289 2.91863
C -1.53945 4.47222 3.44141
C -0.68883 3.40108 3.22515
H -2.73649 1.44557 1.36209
H -4.26874 3.34555 1.78183
H -3.49167 5.28655 3.09580
H -1.20417 5.31769 4.02535
H 0.30853 3.38797 3.64206
Br 5.44798 2.03559 -1.46574
C 4.21937 3.14190 -2.38525
C 4.64213 3.71073 -3.57968
C 3.80238 4.56212 -4.27610
C 2.54161 4.85255 -3.77707
C 2.11931 4.28013 -2.58904
C 2.95343 3.41477 -1.88748
I 2.21775 2.57904 -0.13173
H 5.63145 3.48753 -3.95122
H 4.13976 5.00293 -5.20352
H 1.88552 5.52878 -4.30740
H 1.13982 4.50876 -2.19411
*
```



Entry 2:
This record from the Open Molecules 2025 dataset describes a 2-piece molecular cluster, C3H11N3 overall. The level of theory is wB97M-V/def2-TZVPD.

Properties
E: -285.13084 Ha
Molecular weight: 89.1 g mol⁻¹
Structure (SMILES): N/C=C\N.CN
E_HOMO: -7.33 eV
Relative energy (zero: lowest compared OMol25 entry of this formula, charge and spin): 29.49 kcal/mol
Orbital gap: 8.225 eV

ORCA input file:
```
! RIJCOSX wB97M-V def2-TZVPD def2/J DEFGRID3
* xyz 0 1
N -2.01458 -0.86494 0.42932
C -1.71888 -0.08694 -0.65980
C -1.08084 1.08771 -0.67084
N -0.57940 1.77488 0.40361
H -2.86662 -1.41096 0.32347
H -1.97474 -0.36914 1.31329
H -2.04781 -0.52836 -1.59962
H -0.89880 1.59052 -1.61948
H -0.93612 1.46108 1.29953
H -0.60812 2.78569 0.29631
C 2.55885 -0.42952 0.04108
N 1.64458 -1.55195 -0.08237
H 2.08394 0.40064 0.57086
H 2.86740 -0.08316 -0.94917
H 3.45209 -0.73068 0.59519
H 1.32852 -1.82468 0.84785
H 0.79053 -1.22019 -0.53921
*
```



Entry 3:
This record from the Open Molecules 2025 dataset describes a 2-piece molecular cluster, C12H13B2Cl4NO overall. The level of theory is wB97M-V/def2-TZVPD.

Properties
E: -2485.64477 Ha
Molecular weight: 350.7 g mol⁻¹
E_HOMO: -9.43 eV
Relative energy (zero: lowest compared OMol25 entry of this formula, charge and spin): 0.00 kcal/mol
Orbital gap: 7.253 eV

ORCA input file:
```
! RIJCOSX wB97M-V def2-TZVPD def2/J DEFGRID3
* xyz 0 1
Cl 3.05751 -1.07940 8.14837
B 2.37932 0.61736 8.07967
Cl 2.67661 1.64562 9.62147
Cl 3.14674 1.58441 6.66124
O 0.89326 0.47726 7.86797
C 0.05777 1.44728 7.76472
C -1.30802 1.25335 8.19717
C -2.12825 2.37198 8.46776
C -3.49306 2.21624 8.69360
C -4.05351 0.92312 8.67917
Cl -5.74221 0.70971 8.83779
C -3.21238 -0.19790 8.61547
C -1.84524 -0.04811 8.40099
H 0.38005 2.43444 7.43388
H -1.67707 3.36506 8.46662
H -4.15256 3.06594 8.84005
H -3.64305 -1.19387 8.69916
H -1.18862 -0.90890 8.33640
H 0.85092 1.71486 4.38587
B 0.83698 1.81116 3.13200
N 2.28792 1.49046 2.53463
C 2.62187 1.56499 1.22278
C 3.91331 1.29260 0.76772
C 4.92988 0.92589 1.66030
C 4.56936 0.85144 3.01000
C 3.26440 1.12251 3.39772
H 0.03089 1.00842 2.70781
H 0.51127 2.94414 2.83363
H 1.82172 1.85032 0.53772
H 4.10458 1.37415 -0.29707
H 5.95128 0.70675 1.32208
H 5.29249 0.58433 3.77362
H 2.98430 1.07080 4.45035
*
```



Which of these has the highest E?
C3H11N3



Which value of relative energy (zero: lowest compared OMol25 entry of this formula, charge and spin) does entry 1 give?
7.23 kcal/mol



What did the third record say?
This record from the Open Molecules 2025 dataset describes a 2-piece molecular cluster, C12H13B2Cl4NO overall. The level of theory is wB97M-V/def2-TZVPD.

Properties
E: -2485.64477 Ha
Molecular weight: 350.7 g mol⁻¹
E_HOMO: -9.43 eV
Relative energy (zero: lowest compared OMol25 entry of this formula, charge and spin): 0.00 kcal/mol
Orbital gap: 7.253 eV

ORCA input file:
```
! RIJCOSX wB97M-V def2-TZVPD def2/J DEFGRID3
* xyz 0 1
Cl 3.05751 -1.07940 8.14837
B 2.37932 0.61736 8.07967
Cl 2.67661 1.64562 9.62147
Cl 3.14674 1.58441 6.66124
O 0.89326 0.47726 7.86797
C 0.05777 1.44728 7.76472
C -1.30802 1.25335 8.19717
C -2.12825 2.37198 8.46776
C -3.49306 2.21624 8.69360
C -4.05351 0.92312 8.67917
Cl -5.74221 0.70971 8.83779
C -3.21238 -0.19790 8.61547
C -1.84524 -0.04811 8.40099
H 0.38005 2.43444 7.43388
H -1.67707 3.36506 8.46662
H -4.15256 3.06594 8.84005
H -3.64305 -1.19387 8.69916
H -1.18862 -0.90890 8.33640
H 0.85092 1.71486 4.38587
B 0.83698 1.81116 3.13200
N 2.28792 1.49046 2.53463
C 2.62187 1.56499 1.22278
C 3.91331 1.29260 0.76772
C 4.92988 0.92589 1.66030
C 4.56936 0.85144 3.01000
C 3.26440 1.12251 3.39772
H 0.03089 1.00842 2.70781
H 0.51127 2.94414 2.83363
H 1.82172 1.85032 0.53772
H 4.10458 1.37415 -0.29707
H 5.95128 0.70675 1.32208
H 5.29249 0.58433 3.77362
H 2.98430 1.07080 4.45035
*
```